[1]
Computed, not measured: a cluster of 2 separate species, CH2FNO3S in total at a distorted geometry, with ωB97M-V/def2-TZVPD.

Summary:
LUMO ... 0.5 eV
HOMO level ... -0.41519 Ha
ΔE to the lowest compared entry with this formula, charge and spin ... 0.7131 eV
Molar mass ... 127.10 g mol⁻¹
Frontier orbital gap ... 11.81 eV

Bonds (Å) are listed after each position.
Cartesian coordinates (Å):
1 C 1.750 -0.911 -0.075  N2 1.211, O3 1.161
2 N 2.744 -0.356 0.335  C1 1.211, H8 1.002
3 O 0.674 -1.339 -0.156  C1 1.161
4 O -1.338 0.755 -1.048  S7 1.721, H9 0.980
5 O -1.108 0.305 1.441  S7 1.422
6 F -3.199 0.043 0.378  S7 1.671
7 S -1.576 -0.337 0.262  O4 1.721, O5 1.422, F6 1.671
8 H 3.563 0.128 0.019  N2 1.002
9 H -1.511 1.713 -1.157  O4 0.980

***

[2]
Computed, not measured: an isolated molecule of CH2FNO5S at a distorted geometry, with ωB97M-V/def2-TZVPD.

Summary:
LUMO ... -0.4 eV
HOMO level ... -0.44678 Ha
SMILES ... O=[N+]([O-])OS(=O)(=O)CF
ΔE to the lowest compared entry with this formula, charge and spin ... 0.5112 eV
Molar mass ... 159.09 g mol⁻¹
Frontier orbital gap ... 11.80 eV

Bonds (Å) are listed after each position.
Cartesian coordinates (Å):
1 O 0.237 2.108 -1.679  N2 1.188
2 N -0.567 1.848 -0.845  O1 1.188, O3 1.158, O4 1.438
3 O -1.704 2.048 -0.754  N2 1.158
4 O 0.053 1.130 0.236  N2 1.438, S5 1.653
5 S 0.631 -0.316 -0.320  O4 1.653, O6 1.381, O7 1.438, C8 1.824
6 O 0.176 -0.450 -1.617  S5 1.381
7 O 2.059 -0.249 -0.165  S5 1.438
8 C -0.162 -1.282 1.008  S5 1.824, F9 1.421, H10 1.184, H11 1.145
9 F -0.024 -2.678 0.780  C8 1.421
10 H 0.496 -1.213 1.991  C8 1.184
11 H -1.196 -0.946 1.365  C8 1.145

***

[3]
Computed, not measured: a cluster of 2 separate species, CH2FOPS in total at a distorted geometry, with ωB97M-V/def2-TZVPD.

Summary:
LUMO (alpha / beta) ... -0.8 / -1.6 eV
HOMO level (alpha / beta) ... -0.35412 / -0.30178 Ha
ΔE to the lowest compared entry with this formula, charge and spin ... 3.8351 eV
Molar mass ... 112.06 g mol⁻¹
Frontier orbital gap (alpha / beta) ... 8.87 / 6.61 eV

Bonds (Å) are listed after each position.
Cartesian coordinates (Å):
1 C -0.208 -0.583 0.080  P4 1.622, H6 1.003, H7 1.112
2 O 2.265 0.896 -0.514  S5 1.423
3 F 4.019 -0.182 1.047  S5 1.705
4 P 0.293 -2.103 -0.183  C1 1.622
5 S 3.381 0.014 -0.521  O2 1.423, F3 1.705
6 H -1.153 -0.393 0.356  C1 1.003
7 H 0.617 0.141 -0.098  C1 1.112

***

[4]
Computed, not measured: a cluster of 2 separate species, CH2FPS in total at a distorted geometry, with ωB97M-V/def2-TZVPD.

Summary:
LUMO ... -0.9 eV
HOMO level ... -0.36250 Ha
ΔE to the lowest compared entry with this formula, charge and spin ... 2.5771 eV
Molar mass ... 96.07 g mol⁻¹
Frontier orbital gap ... 9.01 eV

Bonds (Å) are listed after each position.
Cartesian coordinates (Å):
1 C 1.702 0.363 0.000  S4 1.494
2 F -2.355 0.345 0.446  P3 1.685
3 P -0.861 0.657 -0.267  F2 1.685, H5 1.471, H6 1.489
4 S 2.573 -0.848 -0.089  C1 1.494
5 H -0.250 0.098 0.949  P3 1.471
6 H -0.809 -0.615 -1.039  P3 1.489

***

[5]
Computed, not measured: a cluster of 2 separate species, CH2FPS in total at a distorted geometry, with ωB97M-V/def2-TZVPD.

Summary:
LUMO (alpha / beta) ... -2.6 / -2.6 eV
HOMO level (alpha / beta) ... -0.31508 / -0.31507 Ha
ΔE to the lowest compared entry with this formula, charge and spin ... 4.2285 eV
Molar mass ... 96.07 g mol⁻¹
Frontier orbital gap (alpha / beta) ... 5.99 / 6.00 eV

Bonds (Å) are listed after each position.
Cartesian coordinates (Å):
1 C -1.219 0.915 0.000  P3 1.646, H5 1.081, H6 1.079
2 F 2.715 -2.074 0.455  S4 1.648
3 P -0.567 -0.145 1.078  C1 1.646
4 S 1.980 -1.288 -0.794  F2 1.648
5 H -2.227 1.289 0.112  C1 1.081
6 H -0.682 1.303 -0.852  C1 1.079

***

[6]
Computed, not measured: a cluster of 2 separate species, CH2FPS in total at a distorted geometry, with ωB97M-V/def2-TZVPD.

Summary:
LUMO (alpha / beta) ... -2.3 / -0.7 eV
HOMO level (alpha / beta) ... -0.33135 / -0.33024 Ha
ΔE to the lowest compared entry with this formula, charge and spin ... 3.7780 eV
Molar mass ... 96.07 g mol⁻¹
Frontier orbital gap (alpha / beta) ... 6.73 / 8.29 eV

Bonds (Å) are listed after each position.
Cartesian coordinates (Å):
1 C 0.505 -0.921 -1.139  P3 1.711, S4 1.659, H5 1.048
2 F 1.656 -1.182 0.948  P3 1.618
3 P 1.778 -0.152 -0.294  C1 1.711, F2 1.618
4 S -0.251 -0.403 -2.522  C1 1.659
5 H 0.243 -1.750 -0.555  C1 1.048
6 H -0.121 0.892 1.749  no bonds

***

[7]
Computed, not measured: a cluster of 2 separate species, CH2FPSi in total at a distorted geometry, with ωB97M-V/def2-TZVPD.

Summary:
LUMO ... -1.1 eV
HOMO level ... -0.31305 Ha
ΔE to the lowest compared entry with this formula, charge and spin ... 3.0286 eV
Molar mass ... 92.08 g mol⁻¹
Frontier orbital gap ... 7.38 eV

Bonds (Å) are listed after each position.
Cartesian coordinates (Å):
1 C 2.867 -0.657 0.385  F2 1.276, P4 1.545
2 F 2.585 -1.843 0.008  C1 1.276
3 Si -3.199 0.908 -0.088  H5 1.555, H6 1.578
4 P 3.067 0.723 1.049  C1 1.545
5 H -2.265 1.530 -1.165  Si3 1.555
6 H -3.055 -0.660 -0.190  Si3 1.578

***

[8]
Computed, not measured: an isolated molecule of CH2FPSi at a distorted geometry, with ωB97M-V/def2-TZVPD.

Summary:
LUMO ... 0.1 eV
HOMO level ... -0.32984 Ha
SMILES ... FC1=P[SiH2]1
ΔE to the lowest compared entry with this formula, charge and spin ... 0.4622 eV
Molar mass ... 92.08 g mol⁻¹
Frontier orbital gap ... 9.04 eV

Bonds (Å) are listed after each position.
Cartesian coordinates (Å):
1 F -1.643 2.958 -0.394  C2 1.331
2 C -0.680 2.241 0.182  F1 1.331, P3 1.638, Si4 1.836
3 P 0.030 2.255 1.658  C2 1.638, Si4 2.253
4 Si -0.106 0.499 0.254  C2 1.836, P3 2.253, H5 1.449, H6 1.396
5 H -0.894 -0.601 0.774  Si4 1.449
6 H 1.168 0.475 -0.316  Si4 1.396